No. 1
DFT (wB97M-V/def2-TZVPD) results for 6 unconnected molecules or ions with the total composition C29H51F5NO11P at a distorted geometry.

Its SMILES is [H]/N=C/C[C@@]1(C(F)(F)C(F)(F)F)OC(=O)O[C@@]1(CCCCCC)CP(=O)(O)O.CC(C)=O.CC(C)=O.CC(C)=O.CC(C)=O.CC(C)=O. As for the net charge: 0. As for the total energy: -77790.5286 eV.

Last columns: bonded neighbours and bond lengths (Å).
Cartesian coordinates (Å):
1 H -3.86595 0.59522 -0.94119  N2 1.023
2 N -3.28090 -0.24311 -0.91046  H1 1.023, C3 1.255
3 C -2.29245 -0.08890 -1.66840  N2 1.255, C4 1.530, H29 1.100
4 C -1.30669 -1.25635 -1.74873  C3 1.530, C5 1.567, H30 1.095, H31 1.102
5 C 0.08046 -0.96742 -2.41892  C4 1.567, C6 1.555, O13 1.449, C17 1.554
6 C 0.91943 -2.26880 -2.27544  C5 1.555, F7 1.348, F8 1.353, C9 1.574
7 F 1.92433 -2.17244 -1.38265  C6 1.348
8 F 0.19449 -3.31824 -1.82438  C6 1.353
9 C 1.57331 -2.82569 -3.59454  C6 1.574, F10 1.348, F11 1.315, F12 1.318
10 F 2.44352 -3.76933 -3.18382  C9 1.348
11 F 2.28550 -1.95781 -4.27840  C9 1.315
12 F 0.71676 -3.48896 -4.34509  C9 1.318
13 O -0.29086 -0.95802 -3.81916  C5 1.449, C14 1.378
14 C -0.42970 0.31047 -4.33936  O13 1.378, O15 1.141, O16 1.367
15 O -0.76254 0.57531 -5.39821  C14 1.141
16 O -0.07486 1.14836 -3.31894  C14 1.367, C17 1.469
17 C 0.72451 0.44267 -2.30914  C5 1.554, O16 1.469, C18 1.569, C24 1.562
18 C 2.14183 0.70541 -2.92773  C17 1.569, C19 1.554, H32 1.101, H33 1.106
19 C 3.34863 0.22946 -2.07274  C18 1.554, C20 1.551, H34 1.107, H35 1.103
20 C 4.47792 1.29191 -2.01872  C19 1.551, C21 1.547, H36 1.107, H37 1.107
21 C 5.89430 0.69780 -1.83561  C20 1.547, C22 1.556, H38 1.102, H39 1.104
22 C 6.02444 -0.31005 -0.65687  C21 1.556, C23 1.562, H40 1.105, H41 1.101
23 C 7.10949 -1.37447 -1.01628  C22 1.562, H42 1.097, H43 1.102, H44 1.104
24 C 0.51479 1.37489 -1.07352  C17 1.562, P25 1.828, H45 1.099, H46 1.103
25 P 0.51836 0.70577 0.62711  C24 1.828, O26 1.470, O27 1.631, O28 1.606
26 O -0.68869 1.19581 1.30909  P25 1.470
27 O 1.79628 1.31433 1.43704  P25 1.631, H47 0.972
28 O 0.56519 -0.88897 0.81038  P25 1.606, H48 0.975
29 H -2.23398 0.85350 -2.23267  C3 1.100
30 H -1.24817 -1.68934 -0.74523  C4 1.095
31 H -1.78584 -2.01183 -2.39223  C4 1.102
32 H 2.18706 0.41660 -3.98921  C18 1.101
33 H 2.20235 1.80940 -2.95474  C18 1.106
34 H 3.73540 -0.69256 -2.54759  C19 1.107
35 H 3.02747 -0.06842 -1.06078  C19 1.103
36 H 4.20546 2.01652 -1.22739  C20 1.107
37 H 4.46167 1.83183 -2.98461  C20 1.107
38 H 6.19091 0.19032 -2.76747  C21 1.102
39 H 6.56570 1.54740 -1.62161  C21 1.104
40 H 6.36331 0.24087 0.23905  C22 1.105
41 H 5.07755 -0.79818 -0.37968  C22 1.101
42 H 7.21012 -2.15562 -0.25328  C23 1.097
43 H 6.85549 -1.77861 -2.00922  C23 1.102
44 H 8.05650 -0.82125 -1.14244  C23 1.104
45 H -0.44453 1.88834 -1.22849  C24 1.099
46 H 1.27320 2.17454 -1.12837  C24 1.103
47 H 1.93542 2.23016 1.14241  O27 0.972
48 H -0.32831 -1.12151 1.12263  O28 0.975
49 C -0.23615 -8.09637 -5.52813  C50 1.509, H53 1.090, H54 1.091, H55 1.091
50 C -1.19229 -7.08719 -6.11475  C49 1.509, C51 1.508, O52 1.212
51 C -0.71145 -5.66148 -6.21901  C50 1.508, H56 1.091, H57 1.089, H58 1.089
52 O -2.29988 -7.40967 -6.48576  C50 1.212
53 H -0.70920 -9.07774 -5.51129  C49 1.090
54 H 0.66725 -8.15154 -6.13820  C49 1.091
55 H 0.02216 -7.81449 -4.50592  C49 1.091
56 H 0.17110 -5.61171 -6.85917  C51 1.091
57 H -0.47583 -5.27589 -5.22800  C51 1.089
58 H -1.49711 -5.04692 -6.65647  C51 1.089
59 C -4.50762 -12.26507 -4.88944  C60 1.510, H63 1.089, H64 1.091, H65 1.091
60 C -3.59028 -11.07675 -4.72875  C59 1.510, C61 1.507, O62 1.212
61 C -4.07084 -9.75530 -5.27107  C60 1.507, H66 1.092, H67 1.091, H68 1.086
62 O -2.51197 -11.18265 -4.18617  C60 1.212
63 H -4.03688 -13.14632 -4.45584  C59 1.089
64 H -5.45086 -12.08006 -4.37271  C59 1.091
65 H -4.69409 -12.45119 -5.94846  C59 1.091
66 H -4.99562 -9.46106 -4.77028  C61 1.092
67 H -4.23672 -9.83149 -6.34671  C61 1.091
68 H -3.31704 -8.99549 -5.08943  C61 1.086
69 C 0.42901 2.84199 4.30444  C70 1.502, H73 1.090, H74 1.092, H75 1.087
70 C 1.26165 4.07653 4.11062  C69 1.502, C71 1.507, O72 1.215
71 C 2.31259 4.36677 5.15131  C70 1.507, H76 1.092, H77 1.091, H78 1.090
72 O 1.09801 4.81188 3.15680  C70 1.215
73 H -0.28511 2.75411 3.48582  C69 1.090
74 H 1.07008 1.95751 4.30508  C69 1.092
75 H -0.11785 2.91019 5.24083  C69 1.087
76 H 3.03315 3.54771 5.19177  C71 1.092
77 H 1.83998 4.49681 6.12606  C71 1.091
78 H 2.83848 5.28452 4.88913  C71 1.090
79 C -2.45330 5.81242 5.15771  C80 1.509, H83 1.090, H84 1.091, H85 1.091
80 C -1.99744 5.09978 6.40673  C79 1.509, C81 1.505, O82 1.213
81 C -2.89345 5.18273 7.61285  C80 1.505, H86 1.092, H87 1.092, H88 1.089
82 O -0.95049 4.48693 6.43134  C80 1.213
83 H -1.71435 5.67001 4.36914  C79 1.090
84 H -3.40794 5.40296 4.82327  C79 1.091
85 H -2.55583 6.88081 5.35504  C79 1.091
86 H -3.86728 4.74578 7.38385  C81 1.092
87 H -3.01303 6.22456 7.91760  C81 1.092
88 H -2.44411 4.62669 8.43482  C81 1.089
89 C -2.61978 9.74482 7.26860  C90 1.509, H93 1.089, H94 1.091, H95 1.091
90 C -3.50993 9.35991 8.42440  C89 1.509, C91 1.508, O92 1.211
91 C -4.14086 10.48133 9.21049  C90 1.508, H96 1.091, H97 1.091, H98 1.089
92 O -3.70973 8.19964 8.70955  C90 1.211
93 H -2.23375 8.84411 6.79368  C89 1.089
94 H -3.18992 10.31370 6.53222  C89 1.091
95 H -1.77865 10.33982 7.62788  C89 1.091
96 H -4.77681 11.08209 8.55811  C91 1.091
97 H -3.36528 11.10817 9.65373  C91 1.091
98 H -4.75237 10.06306 10.00831  C91 1.089

Results of the Mulliken charge analysis, in e, for atoms 1 through 4: 0.299, -0.684, -0.458, -1.180

---

No. 2
DFT (wB97M-V/def2-TZVPD) results for C9H11O2P in the gas phase at a distorted geometry.

Its SMILES is C=[P@@]1(C)COc2ccccc2O1. As for the net charge: 0. As for the total energy: -22892.4994 eV.

Last columns: bonded neighbours and bond lengths (Å).
Cartesian coordinates (Å):
1 C 3.14968 1.35945 0.71533  P2 1.721, H13 1.135, H14 1.056
2 P 1.91394 0.22807 0.32093  C1 1.721, C3 1.826, C4 1.924, O12 1.733
3 C 1.85235 -0.23317 -1.44461  P2 1.826, H15 1.057, H16 1.082, H17 1.082
4 C 1.17398 -1.38099 1.07240  P2 1.924, O5 1.433, H18 1.049, H19 1.105
5 O -0.07754 -1.75503 0.48218  C4 1.433, C6 1.403
6 C -1.04132 -0.76750 0.22652  O5 1.403, C7 1.337, C11 1.381
7 C -2.30537 -1.17872 0.08092  C6 1.337, C8 1.417, H20 1.155
8 C -3.30175 -0.17954 -0.05178  C7 1.417, C9 1.363, H21 1.140
9 C -3.03495 1.15255 -0.15581  C8 1.363, C10 1.400, H22 1.114
10 C -1.68114 1.50169 -0.23655  C9 1.400, C11 1.383, H23 1.056
11 C -0.76793 0.58588 0.25310  C6 1.381, C10 1.383, O12 1.348
12 O 0.44859 1.15067 0.39228  P2 1.733, C11 1.348
13 H 3.98866 1.07824 0.00402  C1 1.135
14 H 3.40031 1.52256 1.72817  C1 1.056
15 H 0.95429 0.03237 -1.93400  C3 1.057
16 H 2.69574 0.27951 -1.88763  C3 1.082
17 H 1.96139 -1.30066 -1.58631  C3 1.082
18 H 0.99206 -1.26035 2.09891  C4 1.049
19 H 1.82467 -2.23698 0.81743  C4 1.105
20 H -2.61623 -2.28103 0.23030  C7 1.155
21 H -4.28704 -0.68252 -0.32816  C8 1.140
22 H -3.86244 1.87487 -0.34374  C9 1.114
23 H -1.37993 2.49063 -0.45390  C10 1.056

Results of the Mulliken charge analysis, in e, for atoms 1 through 4: -1.304, 1.179, -1.181, -0.605

---

no.,Kohn-Sham gap (eV)
1,9.543
2,8.860